[1]
{"formula": "CH14O6", "method": "ωB97M-V/def2-TZVPD", "orbital_gap_ev": 11.0, "e_tot_ha": -497.87457, "molar_mass_g_mol": 122.1, "e_homo_ha": -0.3858, "elements": ["C", "O", "H", "H", "H", "H", "O", "H", "H", "O", "H", "H", "O", "H", "H", "O", "H", "H", "O", "H", "H"], "coordinates": [[-1.55, -1.28, 0.98], [-0.13, -0.82, 1.47], [-1.88, -0.45, 0.43], [-1.89, -1.40, 1.94], [-1.54, -2.22, 0.40], [-0.42, -0.34, 2.22], [0.75, 1.96, -0.16], [1.01, 1.09, -0.50], [-0.04, 1.61, 0.14], [-1.70, -0.62, -2.56], [-0.94, -0.30, -3.11], [-2.23, 0.21, -2.41], [1.31, 0.06, -3.19], [1.57, -0.51, -3.93], [1.48, -0.65, -2.52], [-0.24, 1.76, 3.59], [0.47, 2.39, 3.92], [-1.09, 2.16, 3.80], [2.18, -0.86, -0.55], [1.78, -1.16, 0.27], [3.11, -0.65, -0.24]]}


[2]
{"formula": "C17H26BBrCl4F5Mg2O5S", "method": "ωB97M-V/def2-TZVPD", "orbital_gap_ev": 1.2, "charge": -1, "e_tot_ha": -6776.75303, "molar_mass_g_mol": 718.6, "e_homo_ha": -0.1597, "elements": ["C", "O", "C", "C", "C", "C", "C", "C", "C", "C", "C", "C", "Cl", "C", "C", "Cl", "C", "O", "O", "C", "O", "H", "H", "H", "H", "H", "H", "H", "H", "H", "H", "H", "H", "H", "H", "H", "H", "H", "H", "H", "H", "Cl", "Mg", "B", "F", "F", "F", "F", "Mg", "Br", "C", "S", "O", "C", "H", "H", "H", "H", "H", "H", "F", "Cl"], "coordinates": [[-3.26, -1.40, -6.86], [-2.32, -1.17, -5.80], [-1.02, -1.59, -6.17], [-0.35, -2.34, -5.05], [-0.47, -1.64, -3.70], [0.80, -0.94, -3.28], [0.52, 0.10, -2.19], [1.47, 0.10, -0.99], [1.80, -1.29, -0.45], [1.45, -1.58, 0.96], [1.48, -0.87, 2.08], [1.91, 0.53, 2.18], [3.43, 0.89, 1.60], [0.98, 1.58, 2.63], [-0.42, 1.26, 3.06], [1.46, 3.19, 2.59], [1.01, -1.84, 3.17], [0.48, -1.66, 4.21], [1.11, -3.12, 2.56], [0.98, -2.95, 1.26], [0.61, -3.77, 0.46], [-3.19, -2.42, -7.20], [-4.24, -1.22, -6.48], [-3.06, -0.71, -7.68], [-1.08, -2.22, -7.05], [-0.42, -0.70, -6.42], [0.69, -2.56, -5.28], [-0.86, -3.29, -4.98], [-0.85, -2.29, -2.92], [-1.22, -0.85, -3.78], [1.17, -0.43, -4.16], [1.57, -1.67, -3.00], [0.62, 1.07, -2.64], [-0.49, 0.02, -1.82], [2.37, 0.64, -1.23], [0.98, 0.66, -0.21], [2.91, -1.40, -0.51], [1.36, -2.11, -1.04], [-1.00, 0.81, 2.27], [-0.44, 0.65, 3.94], [-0.91, 2.19, 3.32], [2.00, 0.88, 4.12], [2.65, -3.36, -1.34], [0.67, 3.93, -2.08], [1.63, 3.28, -2.99], [1.34, 4.93, -1.41], [-0.34, 4.44, -2.89], [0.20, 2.96, -1.21], [1.72, 3.32, -5.19], [-3.63, -2.61, -4.47], [-1.78, 0.39, 6.82], [-1.79, 2.20, 6.81], [-1.08, 2.61, 5.58], [-0.59, 2.40, 8.15], [-2.43, 0.06, 6.01], [-0.76, 0.03, 6.65], [-2.16, 0.03, 7.77], [0.35, 1.90, 7.89], [-1.00, 1.98, 9.07], [-0.42, 3.46, 8.27], [-3.54, 3.48, 5.19], [3.41, -1.96, 3.83]]}


[3]
{"formula": "C3H8N2O", "method": "ωB97M-V/def2-TZVPD", "orbital_gap_ev": 9.6, "e_tot_ha": -303.84406, "molar_mass_g_mol": 88.1, "e_homo_ha": -0.3221, "elements": ["N", "C", "O", "H", "C", "N", "C", "H", "H", "H", "H", "H", "H", "H"], "coordinates": [[-1.39, 2.09, -1.12], [-0.17, 2.13, -1.11], [1.00, 2.12, -1.06], [-1.94, 2.79, -1.59], [0.53, -0.60, 1.63], [-0.20, -0.37, 0.40], [0.21, -1.26, -0.68], [0.17, 0.08, 2.41], [0.45, -1.64, 2.00], [1.60, -0.38, 1.47], [-1.19, -0.47, 0.57], [1.08, -0.86, -1.19], [0.46, -2.27, -0.31], [-0.60, -1.36, -1.41]]}


[4]
{"formula": "C17H21N3O4PSSbSe4Ti", "method": "ωB97M-V/def2-TZVPD", "orbital_gap_ev": [4.7, 5.9], "charge": -2, "spin_multiplicity": 3, "s2": 2.03, "e_tot_ha": -12560.78568, "molar_mass_g_mol": 879.9, "e_homo_ha": [-0.0259, -0.0706], "elements": ["Ti", "O", "N", "C", "C", "C", "C", "C", "S", "H", "H", "H", "H", "N", "C", "C", "C", "C", "C", "C", "C", "C", "N", "C", "H", "H", "H", "H", "H", "H", "H", "H", "C", "O", "P", "O", "C", "O", "C", "H", "H", "H", "H", "H", "H", "H", "H", "H", "Se", "Sb", "Se", "Se", "Se"], "coordinates": [[-0.60, -0.89, -1.09], [-0.01, -1.94, -2.70], [-0.21, -0.72, -3.28], [0.86, -0.19, -3.99], [0.70, 0.95, -4.73], [-0.54, 1.58, -4.81], [-1.64, 0.97, -4.15], [-1.52, -0.19, -3.43], [-2.74, -0.95, -2.46], [1.78, -0.73, -3.86], [1.56, 1.36, -5.24], [-0.67, 2.48, -5.40], [-2.63, 1.42, -4.18], [2.56, -2.03, -0.35], [2.56, -0.99, 0.54], [3.24, -1.10, 1.75], [3.44, 0.00, 2.58], [3.03, 1.25, 2.21], [2.29, 1.40, 1.02], [1.85, 2.67, 0.56], [1.13, 2.78, -0.60], [0.74, 1.59, -1.24], [1.06, 0.38, -0.80], [1.97, 0.27, 0.24], [2.56, -2.94, 0.10], [1.84, -1.99, -1.07], [3.60, -2.08, 2.04], [3.97, -0.15, 3.52], [3.23, 2.12, 2.82], [2.10, 3.54, 1.16], [0.80, 3.73, -1.00], [0.07, 1.64, -2.09], [-1.20, 0.42, 3.40], [-1.04, 0.80, 2.03], [-2.07, 0.40, 0.85], [-3.28, -0.33, 1.59], [-3.48, -1.72, 1.87], [-2.94, 1.80, 0.68], [-2.32, 2.80, -0.12], [-0.51, 1.03, 3.98], [-0.94, -0.63, 3.53], [-2.22, 0.59, 3.74], [-2.77, -2.07, 2.62], [-3.36, -2.31, 0.96], [-4.50, -1.79, 2.24], [-3.02, 3.63, -0.20], [-2.10, 2.42, -1.12], [-1.40, 3.16, 0.34], [-1.16, -6.36, 1.83], [0.24, -4.55, 2.52], [-0.50, -2.42, 0.68], [-0.41, -3.41, 4.55], [2.59, -4.68, 1.96]]}


[5]
{"formula": "C6H2O5", "method": "ωB97M-V/def2-TZVPD", "orbital_gap_ev": 6.3, "charge": -2, "e_tot_ha": -606.06161, "molar_mass_g_mol": 154.1, "e_homo_ha": 0.0131, "elements": ["O", "C", "O", "C", "C", "C", "C", "O", "O", "C", "O", "H", "H"], "coordinates": [[2.23, -1.46, 1.57], [2.12, -0.40, 0.88], [2.96, 0.44, 0.53], [0.80, -0.21, 0.11], [-0.42, -0.40, 0.82], [-1.69, -0.15, 0.32], [-1.83, 0.59, -0.84], [-2.87, 1.07, -1.38], [-0.70, 0.72, -1.58], [0.64, 0.44, -1.16], [1.42, 0.61, -2.04], [-0.24, -0.93, 1.76], [-2.42, -0.32, 1.01]]}


[6]
{"formula": "C9H14O", "method": "ωB97M-V/def2-TZVPD", "orbital_gap_ev": 8.9, "e_tot_ha": -426.51209, "molar_mass_g_mol": 138.2, "e_homo_ha": -0.2966, "elements": ["C", "C", "C", "C", "C", "O", "C", "C", "H", "H", "H", "H", "H", "H", "H", "H", "C", "C", "H", "H", "H", "H", "H", "H"], "coordinates": [[-0.99, 2.12, 1.68], [-0.32, 0.76, 1.70], [0.58, 0.44, 0.71], [0.89, -0.90, 0.45], [0.54, -1.88, 1.39], [1.16, -3.08, 1.44], [-0.37, -1.57, 2.44], [-0.81, -0.25, 2.56], [-1.71, 2.23, 0.86], [-0.18, 2.74, 1.24], [-1.40, 2.50, 2.58], [1.17, 1.11, 0.07], [1.30, -1.08, -0.56], [2.00, -3.11, 0.88], [-0.66, -2.49, 2.92], [-1.40, 0.06, 3.40], [-0.58, 0.56, -2.56], [0.61, 0.03, -3.30], [-1.48, 0.67, -3.18], [-0.93, -0.26, -1.88], [-0.29, 1.56, -2.15], [1.57, -0.04, -2.75], [1.04, 0.77, -4.10], [0.26, -0.90, -3.83]]}


[7]
{"formula": "C3H7N2O3", "method": "ωB97M-V/def2-TZVPD", "orbital_gap_ev": 7.1, "charge": -1, "e_tot_ha": -453.72742, "molar_mass_g_mol": 119.1, "e_homo_ha": -0.1093, "elements": ["C", "C", "C", "N", "N", "O", "O", "O", "H", "H", "H", "H", "H", "H", "H"], "coordinates": [[0.49, 1.49, 0.77], [-1.21, 0.10, -1.23], [-0.39, -0.22, -0.05], [1.71, -1.32, 0.43], [0.67, -1.14, -0.43], [0.06, 1.65, 1.88], [1.21, 2.07, -0.02], [-1.19, -0.67, 1.16], [-1.86, -0.69, -1.75], [-2.10, 0.69, -0.89], [-0.63, 0.58, -2.07], [1.26, -1.64, 1.27], [2.10, -0.30, 0.51], [0.93, -0.65, -1.33], [-1.04, 0.05, 1.76]]}


[8]
{"formula": "C5H10NO", "method": "ωB97M-V/def2-TZVPD", "orbital_gap_ev": [7.9, 8.0], "charge": 2, "spin_multiplicity": 2, "s2": 0.76, "e_tot_ha": -325.68613, "molar_mass_g_mol": 100.1, "e_homo_ha": [-0.7082, -0.7127], "elements": ["O", "C", "C", "C", "C", "C", "N", "H", "H", "H", "H", "H", "H", "H", "H", "H", "H"], "coordinates": [[0.80, -0.13, -2.45], [0.07, -0.63, -1.66], [0.52, -0.79, -0.18], [0.05, 0.41, 0.70], [-1.31, 0.93, 0.39], [-2.29, 1.25, 1.33], [2.04, -0.82, -0.29], [-0.91, -1.06, -1.91], [0.15, -1.75, 0.17], [0.77, 1.20, 0.44], [0.14, 0.23, 1.77], [-1.67, 0.80, -0.64], [-2.83, 0.47, 1.87], [-2.64, 2.28, 1.41], [2.23, -0.35, -1.20], [2.45, -1.75, -0.22], [2.42, -0.29, 0.50]]}